(1)
# C32H27I2N3O2PS3SbTi

C32H27I2N3O2PS3SbTi as an isolated structure in a non-equilibrium geometry (the ωB97M-V functional and the def2-TZVPD basis, the OMol25 dataset).

XYZ file:
```
72
Properties=species:S:1:pos:R:3:forces:R:3:mulliken_charge:R:1
I 4.877 0.356 3.000 0.0 0.1 0.0 0.08
I 6.010 -5.345 1.485 0.1 -0.1 0.0 0.13
Sb 0.019 1.274 4.422 -0.1 -0.1 -0.3 0.27
Ti 0.511 -0.080 1.590 -0.6 0.4 1.0 0.48
S 0.822 2.113 2.278 -0.1 -0.1 -0.2 -0.63
S 2.049 0.452 5.344 0.1 0.0 0.0 -0.23
S -0.872 -0.723 3.365 0.0 0.1 -0.3 -0.65
P -1.356 0.920 -0.120 -0.6 0.4 -0.2 1.66
O 1.978 -0.722 2.327 1.4 -0.9 0.4 0.26
O -2.836 -2.854 1.765 0.0 0.4 -0.2 -0.53
N 1.837 -0.128 -0.196 0.1 0.0 -0.2 2.25
N -2.827 -1.701 0.960 0.0 -0.1 0.1 0.08
N 0.271 -2.134 0.676 0.1 -0.1 0.0 0.18
C -3.043 1.211 -2.291 0.0 0.1 -0.1 -0.19
C -3.347 4.370 1.032 0.0 0.0 0.0 -0.79
C -4.005 0.917 -3.244 0.0 0.0 0.0 -0.96
C 2.851 -1.484 -1.872 0.1 0.0 -0.1 -0.96
C 2.831 0.763 -0.334 -0.2 -0.1 0.1 -0.89
C -4.309 -1.218 -2.231 -0.1 0.0 -0.1 -1.05
C 3.317 -3.989 1.523 0.0 0.0 -0.1 -0.82
C -2.350 2.194 0.755 0.0 -0.2 -0.1 1.00
C 4.224 -1.514 2.385 0.3 0.0 0.0 0.00
C 1.461 3.408 -1.833 -0.1 0.0 0.0 -0.98
C -4.034 3.927 2.152 0.0 0.0 0.0 -0.62
C 0.498 2.905 -0.963 0.0 0.1 0.0 -0.51
C 2.875 -1.721 2.159 -0.5 0.3 -0.1 0.34
C 0.705 -2.174 -0.732 -0.1 0.0 0.1 -1.55
C -2.514 3.508 0.331 0.0 0.0 0.0 -0.37
C 3.867 -0.556 -2.021 0.0 0.0 0.0 -0.83
C 0.055 1.118 -2.500 0.0 0.0 -0.1 -0.68
C 5.129 -2.551 2.199 -0.1 0.0 0.0 -0.17
C -3.069 1.743 1.861 0.0 0.0 0.1 -0.63
C 1.020 1.611 -3.362 0.0 0.1 0.0 -0.77
C -2.690 0.310 -1.285 0.4 0.0 0.0 0.18
C -3.902 2.606 2.557 0.0 0.0 0.0 -0.82
C -0.228 1.765 -1.295 -0.1 0.0 0.0 0.36
C -3.245 -1.958 -0.209 0.0 0.1 0.0 -0.64
C 3.857 0.586 -1.237 0.1 0.0 0.0 -1.31
C -3.364 -0.917 -1.247 0.0 -0.3 0.2 1.36
C 1.856 -1.238 -0.947 -0.1 0.1 0.1 0.95
C -4.638 -0.316 -3.225 0.0 0.0 0.0 -0.83
C 2.411 -2.956 1.715 -0.1 -0.3 -0.1 0.70
C 0.934 -3.180 1.512 0.0 0.1 -0.1 -1.50
C 4.668 -3.788 1.769 0.0 0.1 0.0 -0.55
C 1.723 2.765 -3.032 0.0 0.0 0.0 -0.74
H 4.640 1.328 -1.305 0.0 0.0 0.0 0.60
H -5.383 -0.568 -3.967 0.0 0.0 0.0 0.43
H -4.809 -2.179 -2.191 0.0 0.0 0.0 0.42
H 2.788 1.631 0.310 0.0 0.0 0.0 0.49
H 0.975 -3.186 -1.038 0.0 0.0 0.0 0.64
H -2.545 2.171 -2.350 0.0 0.0 0.0 0.33
H -4.451 2.242 3.416 0.0 0.0 0.0 0.46
H -4.246 1.648 -4.004 0.0 0.0 0.0 0.46
H -0.497 0.228 -2.782 0.0 0.0 0.0 0.44
H 0.342 3.396 -0.012 -0.1 0.1 0.0 0.65
H -3.620 -2.955 -0.438 0.0 0.0 -0.1 0.34
H -0.725 -2.327 0.709 -0.1 0.0 0.1 0.04
H 2.963 -4.955 1.183 0.0 0.0 0.0 0.45
H -4.680 4.603 2.697 0.0 0.0 0.0 0.41
H 0.420 -3.178 2.472 0.0 0.0 0.1 0.47
H 0.778 -4.154 1.044 0.0 0.0 0.0 0.47
H 1.218 1.101 -4.296 0.0 0.0 0.0 0.50
H 2.832 -2.398 -2.451 0.0 0.0 0.0 0.58
H -2.976 0.713 2.181 0.0 0.0 0.0 0.43
H 2.008 4.302 -1.562 0.0 0.0 0.0 0.46
H -0.139 -1.855 -1.351 0.0 0.0 0.0 0.25
H 6.182 -2.390 2.384 0.0 0.0 0.0 0.42
H 4.663 -0.728 -2.734 0.0 0.0 0.0 0.51
H -2.011 3.879 -0.549 0.1 0.0 -0.1 0.36
H -2.761 -2.491 2.660 0.1 0.0 0.0 0.39
H 2.470 3.159 -3.710 0.0 0.0 0.0 0.43
H -3.461 5.392 0.695 0.0 0.0 0.0 0.44
```
Forces are in eV/Å.

As for the relative energy (zero: lowest compared OMol25 entry of this formula, charge and spin): 11.5 kcal per mole. As for the total charge: +1. Its total energy is -4771.3200 Ha. The calculation puts the highest occupied orbital energy (spin up / spin down) at -10.7 / -10.7 eV. As for the spin multiplicity: 2. As for the strongest force on any atom: 1.7 eV/A. The calculation puts the LUMO energy (spin up / spin down) at -3.3 / -4.7 eV. As for the expectation value of S²: 0.75. The HOMO-LUMO gap (spin up / spin down) is 7.41 / 6.09 eV.

(2)
# C5H16N3

A 2-piece molecular cluster, C5H16N3 overall in a non-equilibrium geometry (the ωB97M-V functional and the def2-TZVPD basis, the OMol25 dataset).

XYZ file:
```
24
Properties=species:S:1:pos:R:3:forces:R:3:mulliken_charge:R:1
N 1.004 -1.001 -0.025 1.0 0.3 -0.2 -0.33
N -0.190 -0.779 1.943 -0.1 0.1 0.1 -0.18
N 2.080 -0.361 1.891 0.8 0.3 0.4 -0.39
C -2.255 -0.404 0.550 -0.1 2.0 0.4 -0.80
C 0.621 0.991 -2.673 0.1 -0.6 0.5 -0.72
C -1.437 -1.338 1.395 0.1 -0.5 0.3 -0.68
C 0.221 2.090 -1.671 -0.1 -0.4 -0.6 -0.70
C 0.950 -0.713 1.280 -0.6 -0.5 -0.3 0.68
H -0.669 2.636 -1.977 0.1 0.1 0.0 0.30
H 2.962 -0.453 1.414 -0.2 0.0 -0.3 0.22
H 0.000 1.621 -0.721 -0.1 -0.1 0.3 0.07
H -1.998 -1.735 2.246 0.0 0.2 -0.1 0.39
H -1.736 -0.015 -0.336 -0.2 -0.6 -0.1 0.08
H -2.491 0.528 1.091 0.3 -0.3 0.2 0.32
H -0.211 -0.357 2.857 0.0 -0.2 0.1 0.23
H 0.076 0.066 -2.444 0.3 0.0 0.2 0.14
H -1.138 -2.220 0.845 0.0 -0.4 -0.3 0.37
H -3.261 -0.744 0.348 0.0 -0.7 -0.5 0.38
H 1.775 -0.591 -0.537 -0.1 -0.4 -0.1 0.21
H 0.405 1.089 -3.732 0.1 0.8 -0.1 0.35
H 1.051 2.762 -1.491 0.0 0.4 -0.1 0.36
H 1.705 0.831 -2.568 -0.3 -0.3 -0.2 0.20
H 0.326 -1.493 -0.578 -0.4 0.3 0.3 0.24
H 2.209 -0.410 2.891 -0.6 0.2 -0.1 0.24
```
Forces are in eV/Å.

As for the relative energy (zero: lowest compared OMol25 entry of this formula, charge and spin): 12.1 kcal per mole. As for the total charge: +1. Its total energy is -364.1560 Ha. The calculation puts the highest occupied orbital energy at -14.8 eV. As for the strongest force on any atom: 2.0 eV/A. The calculation puts the LUMO energy at -2.9 eV. The HOMO-LUMO gap is 11.90 eV.

(3)
# C4H32N3O10

A 11-piece molecular cluster, C4H32N3O10 overall (the ωB97M-V functional and the def2-TZVPD basis, the OMol25 dataset).

XYZ file:
```
49
Properties=species:S:1:pos:R:3:forces:R:3:mulliken_charge:R:1
O 2.171 0.822 -2.766 -0.2 0.1 0.9 -0.64
O 0.993 3.366 3.315 -0.1 -0.5 -0.6 -0.71
O 1.837 1.979 -0.234 -0.8 0.4 0.1 -0.76
O 3.959 -1.060 -1.843 -0.1 0.2 0.0 -0.72
O -0.073 0.969 3.909 0.3 0.1 -0.2 -0.74
O -3.697 2.174 1.661 0.1 -0.4 0.5 -0.71
O 0.381 4.140 0.732 -0.5 -0.5 0.0 -0.84
O -2.760 0.894 3.897 -0.2 0.0 0.2 -0.71
O -2.248 3.936 0.276 0.5 0.0 -0.1 -0.72
O 2.471 -2.920 -0.573 -0.2 -0.1 -0.5 -0.77
N 0.509 -1.369 0.295 0.1 0.7 0.3 0.00
N -0.829 -5.196 -2.719 -0.5 0.2 0.2 -0.50
N 0.438 -2.726 -3.113 0.4 0.1 -0.2 -0.53
C -0.931 -1.541 -0.077 -0.5 0.3 0.3 -0.64
C -1.257 -4.042 -2.068 0.6 0.3 -0.3 -0.35
C -0.694 -2.843 -2.270 -0.5 -0.2 0.3 0.41
C -1.218 -1.605 -1.585 0.4 0.0 0.5 -0.93
H 0.758 -1.777 -3.251 -0.1 0.1 0.1 0.15
H 0.298 -3.118 -4.037 -0.1 -0.2 0.0 0.23
H 1.318 2.769 0.096 0.3 -0.6 -0.4 0.39
H 0.624 4.984 0.358 0.2 0.4 -0.1 0.31
H 3.402 -0.349 -2.238 0.3 -0.3 -0.1 0.40
H -3.020 1.155 4.792 0.1 -0.1 -0.4 0.30
H 0.703 3.621 2.407 0.3 0.4 0.7 0.42
H 2.128 -3.396 -1.351 0.0 0.0 0.2 0.30
H 0.108 -5.187 -3.092 0.0 -0.2 0.2 0.21
H 1.179 -2.071 -0.113 0.3 -0.4 -0.2 0.21
H -2.308 -1.540 -1.660 0.1 0.0 -0.1 0.33
H -3.381 1.713 2.482 -0.1 0.2 -0.3 0.42
H 0.324 1.861 3.733 -0.1 -0.3 0.2 0.44
H 4.562 -1.372 -2.526 0.0 0.1 0.0 0.33
H -1.150 -6.059 -2.311 0.3 0.0 -0.2 0.24
H -2.796 4.726 0.302 -0.1 -0.1 0.1 0.30
H 0.371 0.626 4.690 0.0 0.0 0.0 0.33
H -0.806 -0.721 -2.082 -0.1 0.1 0.1 0.40
H 1.994 1.297 -1.913 0.0 -0.1 -0.5 0.40
H 3.085 -2.267 -0.987 0.1 0.0 0.1 0.47
H -4.653 2.237 1.756 0.1 0.0 -0.1 0.30
H 1.068 4.142 3.869 -0.1 0.3 -0.1 0.30
H -1.306 -2.423 0.444 0.2 -0.1 -0.2 0.41
H -0.607 4.066 0.579 0.2 0.0 0.0 0.45
H -2.103 -4.130 -1.402 -0.1 -0.1 -0.1 0.37
H -1.457 -0.702 0.383 0.0 0.1 -0.1 0.43
H 2.410 1.515 -3.381 0.1 0.2 -0.3 0.29
H -1.780 0.852 3.898 0.0 0.1 0.1 0.41
H 2.717 2.106 0.112 0.4 0.0 0.2 0.33
H 0.857 -0.441 0.015 -0.2 -0.1 0.0 0.17
H -2.701 3.236 0.797 -0.4 0.2 0.0 0.41
H 0.653 -1.408 1.312 -0.3 0.0 -0.3 0.41
```
Forces are in eV/Å.

As for the relative energy (zero: lowest compared OMol25 entry of this formula, charge and spin): 0.0 kcal per mole. As for the total charge: +1. Its total energy is -1088.1302 Ha. The calculation puts the highest occupied orbital energy at -10.0 eV. As for the strongest force on any atom: 0.9 eV/A. The calculation puts the LUMO energy at -2.3 eV. The HOMO-LUMO gap is 7.74 eV.

(4)
# CN2O2S

A 2-piece molecular cluster, CN2O2S overall in a non-equilibrium geometry (the ωB97M-V functional and the def2-TZVPD basis, the OMol25 dataset).

XYZ file:
```
6
Properties=species:S:1:pos:R:3:forces:R:3:mulliken_charge:R:1
S 2.658 0.229 0.453 0.8 0.4 0.1 -0.06
O -1.672 0.948 0.169 -0.9 1.1 1.1 -0.35
O -0.995 -0.515 -1.482 -0.3 0.2 0.5 -0.40
N 1.186 -0.225 0.699 -1.5 -1.0 -0.3 0.27
N 0.132 -0.611 0.752 2.3 -0.3 1.5 -0.22
C -1.309 0.174 -0.592 -0.3 -0.5 -2.8 0.77
```
Forces are in eV/Å.

As for the relative energy (zero: lowest compared OMol25 entry of this formula, charge and spin): 12.6 kcal per mole. The SMILES is N#[N+][S-].O=C=O. Its total energy is -696.2774 Ha. The calculation puts the highest occupied orbital energy at -10.3 eV. As for the strongest force on any atom: 2.9 eV/A. The calculation puts the LUMO energy at 0.0 eV. The HOMO-LUMO gap is 10.26 eV.

Please write out number 2 again, unchanged.
# C5H16N3

A 2-piece molecular cluster, C5H16N3 overall in a non-equilibrium geometry (the ωB97M-V functional and the def2-TZVPD basis, the OMol25 dataset).

XYZ file:
```
24
Properties=species:S:1:pos:R:3:forces:R:3:mulliken_charge:R:1
N 1.004 -1.001 -0.025 1.0 0.3 -0.2 -0.33
N -0.190 -0.779 1.943 -0.1 0.1 0.1 -0.18
N 2.080 -0.361 1.891 0.8 0.3 0.4 -0.39
C -2.255 -0.404 0.550 -0.1 2.0 0.4 -0.80
C 0.621 0.991 -2.673 0.1 -0.6 0.5 -0.72
C -1.437 -1.338 1.395 0.1 -0.5 0.3 -0.68
C 0.221 2.090 -1.671 -0.1 -0.4 -0.6 -0.70
C 0.950 -0.713 1.280 -0.6 -0.5 -0.3 0.68
H -0.669 2.636 -1.977 0.1 0.1 0.0 0.30
H 2.962 -0.453 1.414 -0.2 0.0 -0.3 0.22
H 0.000 1.621 -0.721 -0.1 -0.1 0.3 0.07
H -1.998 -1.735 2.246 0.0 0.2 -0.1 0.39
H -1.736 -0.015 -0.336 -0.2 -0.6 -0.1 0.08
H -2.491 0.528 1.091 0.3 -0.3 0.2 0.32
H -0.211 -0.357 2.857 0.0 -0.2 0.1 0.23
H 0.076 0.066 -2.444 0.3 0.0 0.2 0.14
H -1.138 -2.220 0.845 0.0 -0.4 -0.3 0.37
H -3.261 -0.744 0.348 0.0 -0.7 -0.5 0.38
H 1.775 -0.591 -0.537 -0.1 -0.4 -0.1 0.21
H 0.405 1.089 -3.732 0.1 0.8 -0.1 0.35
H 1.051 2.762 -1.491 0.0 0.4 -0.1 0.36
H 1.705 0.831 -2.568 -0.3 -0.3 -0.2 0.20
H 0.326 -1.493 -0.578 -0.4 0.3 0.3 0.24
H 2.209 -0.410 2.891 -0.6 0.2 -0.1 0.24
```
Forces are in eV/Å.

As for the relative energy (zero: lowest compared OMol25 entry of this formula, charge and spin): 12.1 kcal per mole. As for the total charge: +1. Its total energy is -364.1560 Ha. The calculation puts the highest occupied orbital energy at -14.8 eV. As for the strongest force on any atom: 2.0 eV/A. The calculation puts the LUMO energy at -2.9 eV. The HOMO-LUMO gap is 11.90 eV.